(1)
56
Properties=species:S:1:pos:R:3:forces:R:3 method="wB97M-V/def2-TZVPD" charge=+1 de_lowest_kj_mol=28.21 e_homo_ev=-11.22 energy_ha=-1227.81057 smiles=COc1ccccc1[NH+]1CCN(CCOc2c(OC)cccc2OC)CC1 homo_lumo_gap_ev=9.43
C -0.6617 3.0336 4.5527 -0.035 0.197 0.307
O -0.6189 2.1662 3.4343 0.079 -0.196 -0.410
C -0.0379 2.6006 2.2859 0.014 -0.017 -0.100
C 0.5067 3.8695 2.1063 -0.148 -0.159 0.240
C 1.0732 4.2295 0.8971 0.005 -0.111 -0.144
C 1.1113 3.3364 -0.1588 0.017 0.072 0.037
C 0.5767 2.0709 0.0042 -0.075 -0.074 0.155
C 0.0068 1.7002 1.2104 0.174 0.501 0.017
N -0.5430 0.3560 1.3320 0.240 0.118 -0.300
C 0.0907 -0.4729 2.3815 0.305 -0.638 0.531
C -0.2429 -1.9462 2.0987 0.092 -0.240 0.212
N -1.5869 -2.1145 1.5748 0.118 0.132 -0.134
C -1.7384 -2.7333 0.2830 0.125 0.145 -0.425
C -1.4771 -1.8515 -0.9531 -0.545 -0.429 0.272
O -0.1987 -1.2272 -0.8117 0.298 0.111 -0.344
C 0.5774 -1.1370 -1.9639 -0.079 -0.019 0.111
C 1.7440 -1.9062 -2.0318 -0.239 0.137 0.144
O 1.9935 -2.6830 -0.9450 -0.359 0.320 -0.153
C 3.1372 -3.5110 -0.9646 0.286 -0.193 -0.013
C 2.5378 -1.8159 -3.1699 0.119 -0.186 0.140
C 2.1573 -0.9811 -4.2041 -0.054 0.008 0.073
C 1.0081 -0.2147 -4.1375 -0.178 0.162 -0.076
C 0.2044 -0.2834 -3.0061 -0.051 -0.063 0.285
O -0.9410 0.4316 -2.7969 0.369 -0.447 0.296
C -1.4021 1.2678 -3.8371 -0.117 0.224 -0.239
C -2.4833 -1.0593 1.9470 -0.020 0.106 0.110
C -2.0181 0.3499 1.4947 -0.927 -0.168 0.135
H -1.1537 2.4660 5.3402 0.044 0.087 -0.032
H 0.3434 3.3100 4.8790 -0.025 -0.006 -0.034
H -1.2436 3.9327 4.3371 0.030 -0.031 -0.014
H 0.4894 4.5838 2.9123 -0.022 0.046 0.113
H 1.4871 5.2189 0.7843 0.044 0.103 -0.005
H 1.5538 3.6189 -1.0997 0.050 0.012 -0.107
H 0.6008 1.3647 -0.8110 -0.018 -0.128 -0.130
H -0.3348 -0.1496 0.4294 -0.042 0.234 0.212
H -0.2856 -0.1505 3.3526 0.058 0.038 -0.189
H 1.1695 -0.3157 2.3516 -0.096 0.085 -0.014
H -0.1471 -2.5086 3.0370 0.170 0.135 -0.030
H 0.4722 -2.3542 1.3825 -0.023 0.024 0.065
H -2.7595 -3.1169 0.2073 0.028 -0.071 -0.083
H -1.0559 -3.5842 0.2527 -0.069 -0.033 -0.065
H -2.2457 -1.0780 -1.0686 0.103 -0.066 -0.018
H -1.4921 -2.4811 -1.8456 0.046 0.083 -0.016
H 4.0552 -2.9211 -1.0341 -0.035 -0.022 -0.007
H 3.1252 -4.0501 -0.0190 0.045 0.018 -0.086
H 3.0974 -4.2271 -1.7894 0.000 0.032 0.022
H 3.4402 -2.3963 -3.2603 0.099 -0.077 0.026
H 2.7743 -0.9243 -5.0869 0.062 0.007 -0.081
H 0.7471 0.4265 -4.9622 -0.058 0.084 -0.080
H -1.6071 0.6968 -4.7459 0.021 0.015 0.027
H -2.3277 1.7083 -3.4709 0.062 -0.002 -0.073
H -0.6845 2.0630 -4.0559 -0.021 -0.031 -0.007
H -2.5715 -1.0708 3.0382 -0.116 0.098 -0.047
H -3.4709 -1.2660 1.5345 -0.028 0.074 0.067
H -2.2914 1.0891 2.2481 0.121 -0.014 -0.146
H -2.4598 0.6409 0.5406 0.156 0.012 0.004

(2)
56
Properties=species:S:1:pos:R:3:forces:R:3 method="wB97M-V/def2-TZVPD" de_lowest_kj_mol=219.82 e_homo_ev=-7.86 energy_ha=-1530.56558 smiles="CCOc1ccc(NC(=S)N2[C@@H]3CCC[C@H]2C[C@H](NC(=O)C2CC2)C3)cc1" homo_lumo_gap_ev=8.38
C 8.1491 0.2660 0.1927 -0.441 -0.116 0.006
C 6.8298 -0.4708 0.3630 0.319 -0.160 0.095
O 5.7977 0.3963 -0.0610 -0.036 0.170 -0.085
C 4.5099 -0.0341 -0.0097 -0.243 -0.056 0.008
C 3.5441 0.8754 -0.4445 0.202 -0.153 0.081
C 2.2064 0.5521 -0.4341 0.062 0.020 0.113
C 1.7948 -0.7041 0.0021 0.578 0.031 -0.012
N 0.4476 -1.0836 0.0739 -0.643 -0.335 0.419
C -0.5850 -0.7370 -0.7410 -0.024 -0.158 -0.127
S -0.3611 0.0551 -2.1852 0.152 0.227 -0.678
N -1.8190 -1.1108 -0.3330 0.537 -0.058 -0.003
C -2.2020 -1.3462 1.0454 0.010 -0.310 0.613
C -2.7346 -2.7802 1.1728 -0.059 0.136 0.027
C -3.8924 -3.0203 0.2078 0.201 -0.116 -0.090
C -3.4857 -2.6172 -1.2065 -0.048 0.120 0.137
C -2.9402 -1.1833 -1.2502 -0.305 -0.246 -0.669
C -4.0124 -0.1261 -0.9118 0.205 0.134 0.106
C -3.6336 0.6637 0.3365 -0.374 0.061 0.316
N -2.5848 1.6145 0.0183 -0.056 -0.184 -0.195
C -2.2823 2.6267 0.8602 0.187 0.069 -0.193
O -2.7988 2.7245 1.9611 -0.146 0.077 0.239
C -1.3211 3.6549 0.3668 0.063 0.231 0.247
C -1.5781 4.3478 -0.9502 -0.047 0.163 -0.065
C -0.3820 3.4739 -0.7927 0.091 -0.020 -0.090
C -3.2375 -0.2837 1.4788 0.088 0.204 -0.078
C 2.7528 -1.6052 0.4510 -0.378 0.190 -0.165
C 4.0977 -1.2813 0.4471 0.421 0.149 0.016
H 8.1458 1.1732 0.7905 0.048 0.080 0.064
H 8.9719 -0.3685 0.5093 0.100 -0.049 0.028
H 8.2879 0.5396 -0.8495 0.063 0.020 -0.094
H 6.8261 -1.3877 -0.2431 -0.062 0.074 0.100
H 6.6830 -0.7460 1.4173 -0.040 -0.016 -0.135
H 3.8710 1.8446 -0.7848 0.038 0.137 -0.040
H 1.4815 1.2757 -0.7624 -0.026 0.033 0.008
H 0.2793 -1.8571 0.7035 -0.077 0.189 -0.070
H -1.3217 -1.2378 1.6844 -0.123 0.007 -0.156
H -3.0489 -2.9617 2.2015 0.034 -0.016 0.055
H -1.9259 -3.4782 0.9388 0.052 -0.038 0.034
H -4.7630 -2.4448 0.5235 -0.097 -0.019 0.038
H -4.1744 -4.0746 0.2251 -0.087 0.032 0.042
H -4.3346 -2.6990 -1.8863 -0.015 -0.003 -0.069
H -2.7040 -3.2921 -1.5633 0.015 -0.014 -0.066
H -2.5433 -0.9940 -2.2518 -0.110 -0.038 0.310
H -4.9739 -0.6106 -0.7448 -0.059 0.011 0.014
H -4.1340 0.5635 -1.7479 -0.055 -0.001 -0.034
H -4.4920 1.2520 0.6880 0.113 -0.148 -0.080
H -2.0883 1.4996 -0.8525 0.137 0.035 -0.057
H -0.9829 4.2839 1.1816 -0.019 -0.041 -0.084
H -2.3977 3.9872 -1.5537 -0.048 -0.124 -0.007
H -1.4468 5.4182 -0.9916 0.050 0.060 0.066
H -0.3613 2.5355 -1.3250 -0.077 -0.095 0.007
H 0.5881 3.9417 -0.7129 0.030 0.077 0.069
H -4.1394 -0.7691 1.8503 -0.076 -0.031 0.051
H -2.8373 0.3284 2.2862 -0.073 -0.060 0.011
H 2.4466 -2.5786 0.8101 -0.033 -0.099 0.004
H 4.8088 -2.0105 0.8019 0.085 -0.031 0.021